2 unconnected molecules or ions with the total composition C4H9O2Si. Source: the Open Molecules 2025 dataset; level of theory: wB97M-V/def2-TZVPD.

```
! RIJCOSX wB97M-V def2-TZVPD def2/J DEFGRID3
* xyz -1 1
C 0.279 2.504 1.430
C -0.169 0.522 -1.641
C 1.456 -1.411 -0.018
C -1.433 -0.893 0.698
O 0.929 2.462 2.428
O -0.390 3.185 0.718
Si 0.180 0.021 0.180
H -0.536 -0.301 -2.258
H -0.913 1.315 -1.670
H 0.732 0.913 -2.113
H 1.001 -2.325 -0.412
H 2.250 -1.119 -0.706
H 1.930 -1.660 0.928
H -1.305 -1.420 1.642
H -2.239 -0.175 0.838
H -1.773 -1.620 -0.045
*
```

## Properties
relative energy (zero: lowest compared OMol25 entry of this formula, charge and spin) = 0.00 kJ/mol
electronic energy = -597.82595 hartree
LUMO level = 4.281 eV

***

A molecular structure, C20H29N4OSSi2V. Source: the Open Molecules 2025 dataset; level of theory: wB97M-V/def2-TZVPD.

```
! RIJCOSX wB97M-V def2-TZVPD def2/J DEFGRID3
* xyz 1 2
V 0.301 -0.444 -1.457
N 4.013 1.317 -2.741
C 2.715 1.054 -2.507
S 2.224 -0.629 -2.728
N 1.926 2.004 -2.123
N 0.628 1.545 -1.922
C -0.285 2.429 -2.135
C -1.702 2.152 -2.171
C -2.606 3.198 -2.392
C -3.959 2.939 -2.517
C -4.429 1.633 -2.441
C -3.561 0.570 -2.231
C -2.212 0.852 -2.092
O -1.342 -0.173 -1.868
H 4.605 0.622 -3.156
H 4.332 2.270 -2.692
H 0.045 3.438 -2.370
H -2.235 4.212 -2.468
H -4.651 3.752 -2.684
H -5.487 1.436 -2.553
H -3.913 -0.449 -2.170
C -2.585 -1.263 0.841
Si -1.227 -0.112 1.478
C -1.591 1.711 1.175
C -1.221 -0.362 3.340
C 0.423 -0.594 0.630
C 0.495 -2.072 0.465
C 0.499 -3.097 1.411
C 0.549 -4.402 0.964
C 0.593 -4.684 -0.403
C 0.584 -3.632 -1.289
N 0.534 -2.371 -0.843
Si 2.003 0.101 1.473
C 2.129 -0.477 3.259
C 3.552 -0.588 0.660
C 1.941 1.975 1.479
H -3.501 -0.703 0.644
H -2.823 -1.995 1.615
H -2.344 -1.818 -0.066
H -2.646 1.878 0.952
H -1.002 2.141 0.369
H -1.355 2.283 2.074
H -2.263 -0.249 3.653
H -0.639 0.378 3.888
H -0.902 -1.355 3.655
H 0.464 -2.864 2.465
H 0.555 -5.214 1.678
H 0.633 -5.700 -0.764
H 0.620 -3.767 -2.362
H 2.073 -1.561 3.364
H 1.407 -0.027 3.937
H 3.125 -0.184 3.602
H 3.734 -1.600 1.029
H 4.407 0.019 0.963
H 3.544 -0.628 -0.427
H 1.182 2.329 2.178
H 1.745 2.422 0.506
H 2.902 2.359 1.826
*
```

## Properties
relative energy (zero: lowest compared OMol25 entry of this formula, charge and spin) = 2.49 kJ/mol
electronic energy = -2994.87254 hartree
LUMO level (spin up / spin down) = -4.255 / -3.765 eV
<S²> = 0.774

***

A molecular structure, C20H24AsN3OTc. Source: the Open Molecules 2025 dataset; level of theory: wB97M-V/def2-TZVPD.

```
! RIJCOSX wB97M-V def2-TZVPD def2/J DEFGRID3
* xyz 4 4
Tc -0.216 -0.511 -0.612
C 2.457 -1.023 -2.650
C 2.698 -1.443 -1.243
C 3.948 -2.014 -0.881
C 4.177 -2.437 0.404
C 3.147 -2.325 1.344
C 1.935 -1.772 0.953
N 1.732 -1.308 -0.332
C 0.764 -1.737 1.804
C 0.684 -2.221 3.129
C -0.541 -2.223 3.781
C -1.684 -1.785 3.124
C -1.581 -1.303 1.802
N -0.358 -1.256 1.211
C -2.684 -0.908 0.951
C -4.016 -0.967 1.344
C -5.012 -0.667 0.410
C -4.643 -0.336 -0.872
C -3.272 -0.277 -1.236
C -2.850 0.062 -2.624
N -2.325 -0.544 -0.330
H 3.250 -0.357 -2.997
H 1.500 -0.516 -2.788
H 2.480 -1.900 -3.304
H 4.713 -2.114 -1.643
H 5.129 -2.871 0.684
H 3.297 -2.689 2.352
H 1.564 -2.600 3.631
H -0.611 -2.592 4.797
H -2.643 -1.827 3.623
H -4.291 -1.255 2.350
H -6.057 -0.711 0.692
H -5.392 -0.120 -1.625
H -3.698 0.358 -3.237
H -2.398 -0.811 -3.107
H -2.134 0.887 -2.626
C -0.464 3.723 0.680
As 0.807 2.935 -0.493
C 0.806 3.697 -2.234
C 2.544 2.809 0.271
O 0.250 1.256 -0.788
H -0.139 4.752 0.856
H -0.483 3.190 1.630
H -1.444 3.735 0.207
H 1.206 4.710 -2.136
H -0.213 3.747 -2.615
H 1.449 3.118 -2.894
H 2.901 3.833 0.415
H 3.215 2.295 -0.415
H 2.497 2.313 1.239
*
```

## Properties
relative energy (zero: lowest compared OMol25 entry of this formula, charge and spin) = 14.87 kJ/mol
electronic energy = -3331.03085 hartree
LUMO level (spin up / spin down) = -14.195 / -16.808 eV
<S²> = 3.827

***

A molecular structure, C31H49AsN3O4ScSeSi3. Source: the Open Molecules 2025 dataset; level of theory: wB97M-V/def2-TZVPD.

```
! RIJCOSX wB97M-V def2-TZVPD def2/J DEFGRID3
* xyz 0 1
Sc 1.511 -0.216 -0.435
C 0.884 -4.983 1.442
C -0.573 -5.299 1.619
C -0.962 -6.304 2.502
C -2.291 -6.651 2.674
C -3.280 -5.985 1.965
C -2.926 -4.962 1.103
C -1.588 -4.624 0.929
N -1.272 -3.586 0.007
C -0.588 -2.444 0.312
N -0.527 -2.152 1.632
C 0.437 -1.400 2.367
C 1.378 -0.590 1.734
C 2.314 0.039 2.571
C 2.285 -0.093 3.951
C 1.304 -0.879 4.534
C 0.368 -1.553 3.764
C -0.671 -2.418 4.425
N -0.101 -1.675 -0.629
C -0.234 -2.149 -1.982
C 0.683 -3.046 -2.515
C 0.576 -3.436 -3.839
C -0.437 -2.918 -4.632
C -1.352 -2.029 -4.093
C -1.273 -1.638 -2.760
C -2.263 -0.688 -2.159
H 1.468 -5.902 1.464
H 1.254 -4.336 2.239
H 1.089 -4.482 0.497
H -0.193 -6.838 3.046
H -2.554 -7.446 3.359
H -4.320 -6.254 2.090
H -3.679 -4.408 0.559
H -1.493 -3.724 -0.968
H -1.071 -2.787 2.195
H 3.090 0.654 2.123
H 3.016 0.413 4.568
H 1.262 -0.987 5.612
H -0.574 -2.374 5.508
H -0.578 -3.470 4.137
H -1.687 -2.099 4.177
H 1.503 -3.392 -1.901
H 1.297 -4.126 -4.252
H -0.512 -3.202 -5.672
H -2.145 -1.626 -4.709
H -3.043 -0.435 -2.874
H -1.770 0.236 -1.842
H -2.734 -1.104 -1.266
O 2.993 -1.579 -1.233
Se 3.487 -0.192 -2.050
O 3.416 0.815 -0.704
O 2.054 0.213 -2.767
O 4.838 -0.205 -2.899
C -0.504 5.054 -2.602
Si -0.666 3.181 -2.566
C 0.130 2.458 -4.103
C -2.510 2.751 -2.481
As 0.488 2.297 -0.695
Si -1.006 2.720 1.107
C -2.086 1.184 1.242
C -0.075 2.996 2.704
C -2.116 4.209 0.796
Si 2.267 3.867 -0.331
C 3.317 3.414 1.150
C 3.243 3.983 -1.917
C 1.545 5.566 0.060
H -1.170 5.389 -3.403
H 0.502 5.387 -2.850
H -0.818 5.546 -1.684
H -0.604 2.409 -4.909
H 0.539 1.463 -3.938
H 0.952 3.088 -4.442
H -3.088 3.674 -2.549
H -2.825 2.235 -1.578
H -2.786 2.124 -3.327
H -1.510 0.261 1.167
H -2.854 1.163 0.471
H -2.591 1.176 2.211
H 0.635 2.198 2.912
H -0.805 3.011 3.516
H 0.452 3.949 2.715
H -2.695 4.126 -0.120
H -1.574 5.152 0.773
H -2.825 4.266 1.626
H 3.882 2.500 1.024
H 2.719 3.349 2.059
H 4.018 4.242 1.284
H 3.651 3.042 -2.269
H 4.074 4.672 -1.736
H 2.628 4.416 -2.710
H 0.609 5.530 0.615
H 1.377 6.167 -0.831
H 2.262 6.100 0.684
*
```

## Properties
relative energy (zero: lowest compared OMol25 entry of this formula, charge and spin) = 0.00 kJ/mol
electronic energy = -7942.49110 hartree
LUMO level = 0.395 eV

***

A molecular structure, C20H37AlBN5 at a distorted geometry. Source: the Open Molecules 2025 dataset; level of theory: wB97M-V/def2-TZVPD.

```
! RIJCOSX wB97M-V def2-TZVPD def2/J DEFGRID3
* xyz 2 1
Al 0.650 1.357 -1.414
B -0.347 0.159 0.404
H 0.084 -0.691 -0.103
H -1.108 0.644 -0.189
H -0.717 -0.081 1.389
H 0.436 0.878 0.585
C 5.478 0.094 -0.049
C 4.846 -0.436 1.228
C 3.586 0.232 1.690
C 2.581 0.325 0.577
N 1.832 0.335 -0.278
H 4.788 -0.098 -0.871
H 6.486 -0.303 -0.171
H 5.735 1.153 -0.067
H 5.609 -0.285 1.992
H 4.760 -1.522 1.190
H 3.827 1.180 2.170
H 3.070 -0.421 2.395
C -5.534 1.241 -1.830
C -4.675 0.657 -2.875
C -3.579 -0.303 -2.157
C -2.239 0.357 -1.852
N -1.210 0.876 -1.494
H -6.123 0.433 -1.395
H -6.240 1.912 -2.319
H -4.965 1.887 -1.161
H -4.234 1.433 -3.501
H -5.419 0.205 -3.532
H -3.294 -1.122 -2.818
H -3.847 -0.806 -1.229
C -0.057 -3.318 -5.005
C 0.393 -3.837 -3.648
C -0.165 -3.014 -2.335
C 0.308 -1.681 -1.994
N 0.650 -0.626 -1.720
H 0.247 -2.292 -5.213
H -1.147 -3.316 -5.004
H 0.238 -4.015 -5.789
H 1.459 -3.610 -3.673
H 0.161 -4.889 -3.481
H 0.028 -3.591 -1.431
H -1.253 -2.958 -2.373
C -0.990 1.953 3.371
C -2.201 1.389 2.583
C -2.526 2.128 1.218
C -1.531 2.566 0.221
N -0.793 2.827 -0.591
H -0.712 1.263 4.167
H -1.119 2.978 3.719
H -0.150 1.962 2.677
H -2.969 1.317 3.353
H -1.910 0.364 2.350
H -2.719 3.137 1.582
H -3.233 1.745 0.482
N 1.152 0.123 2.432
C 1.624 -0.673 3.434
C 2.511 0.100 4.213
C 2.673 1.343 3.634
C 1.866 1.297 2.520
H 0.488 -0.042 1.689
H 1.338 -1.714 3.485
H 3.148 -0.364 4.951
H 3.308 2.097 4.076
H 1.653 2.062 1.788
*
```

## Properties
relative energy (zero: lowest compared OMol25 entry of this formula, charge and spin) = 229.42 kJ/mol
electronic energy = -1324.15878 hartree
LUMO level = -9.764 eV

***

A gas-phase ion, C24H23Cl2N2 (charge +1) at a distorted geometry. Source: the Open Molecules 2025 dataset; level of theory: wB97M-V/def2-TZVPD.

```
! RIJCOSX wB97M-V def2-TZVPD def2/J DEFGRID3
* xyz 1 1
Cl 3.029 1.969 6.057
C 2.192 1.177 4.794
C 1.439 1.922 3.874
C 0.770 1.264 2.832
C 0.810 -0.133 2.734
C -0.064 -0.868 1.723
C 0.357 -2.300 1.377
C -0.626 -3.158 0.871
C -0.350 -4.518 0.691
C 0.915 -5.015 1.037
Cl 1.188 -6.702 1.047
C 1.949 -4.134 1.385
C 1.667 -2.768 1.515
N -0.284 -0.119 0.521
C 0.722 0.504 -0.154
C 0.492 1.169 -1.344
C -0.818 1.201 -1.888
C -1.844 0.531 -1.173
C -1.541 -0.116 0.001
C -3.247 0.503 -1.680
C -3.516 1.557 -2.754
C -2.363 1.667 -3.741
N -1.088 1.840 -3.065
C -0.016 2.315 -3.926
C 1.156 2.843 -3.114
C 1.623 1.838 -2.056
C 1.484 -0.862 3.722
C 2.223 -0.221 4.717
H 1.367 3.001 3.980
H 0.194 1.854 2.116
H -1.047 -0.971 2.202
H -1.616 -2.759 0.647
H -1.118 -5.188 0.320
H 2.946 -4.515 1.584
H 2.472 -2.078 1.780
H 1.719 0.465 0.293
H -2.295 -0.632 0.599
H -3.934 0.660 -0.841
H -3.471 -0.500 -2.079
H -4.430 1.305 -3.298
H -3.681 2.527 -2.270
H -2.337 0.764 -4.381
H -2.514 2.532 -4.400
H 0.324 1.504 -4.601
H -0.430 3.113 -4.558
H 1.979 3.081 -3.790
H 0.859 3.775 -2.617
H 2.265 1.078 -2.529
H 2.258 2.355 -1.329
H 1.448 -1.950 3.733
H 2.782 -0.805 5.437
*
```

## Properties
relative energy (zero: lowest compared OMol25 entry of this formula, charge and spin) = 0.00 kJ/mol
electronic energy = -1958.06955 hartree
LUMO level = -3.107 eV

***

C5H8N2S in the gas phase at a distorted geometry. Source: the Open Molecules 2025 dataset; level of theory: wB97M-V/def2-TZVPD.

```
! RIJCOSX wB97M-V def2-TZVPD def2/J DEFGRID3
* xyz 0 1
C 0.714 -1.196 -0.884
N 0.830 -0.127 0.107
C -0.408 0.242 0.612
C -1.073 -0.777 1.358
N -1.297 -1.517 2.197
C -0.349 1.490 1.520
S -1.782 2.286 0.699
C -1.503 0.835 -0.370
H -0.139 -1.141 -1.677
H 1.600 -1.169 -1.357
H 0.778 -2.141 -0.347
H 1.489 -0.368 0.864
H -0.364 1.362 2.568
H 0.429 2.052 1.255
H -1.311 0.934 -1.513
H -2.449 0.268 -0.219
*
```

## Properties
relative energy (zero: lowest compared OMol25 entry of this formula, charge and spin) = 268.04 kJ/mol
electronic energy = -702.92793 hartree
LUMO level = 0.718 eV

***

A molecular structure, C4H7NO2 at a distorted geometry. Source: the Open Molecules 2025 dataset; level of theory: wB97M-V/def2-TZVPD.

```
! RIJCOSX wB97M-V def2-TZVPD def2/J DEFGRID3
* xyz 0 1
C 1.078 1.006 -0.179
C 1.602 -0.626 0.911
C 1.077 -0.301 -0.513
C -2.606 0.027 -0.737
N 1.618 0.904 1.108
O -1.983 -1.085 -1.060
O -2.150 0.993 -0.230
H 0.722 1.922 -0.535
H 0.854 -0.948 1.745
H 2.568 -1.076 1.060
H 1.052 -0.985 -1.330
H -3.737 -0.074 -0.860
H -1.008 -0.912 -1.212
H 0.913 1.155 1.834
*
```

## Properties
relative energy (zero: lowest compared OMol25 entry of this formula, charge and spin) = 308.34 kJ/mol
electronic energy = -361.76342 hartree
LUMO level = 0.910 eV

***

A molecular structure, C20H30FNO13Tl at a distorted geometry. Source: the Open Molecules 2025 dataset; level of theory: wB97M-V/def2-TZVPD.

```
! RIJCOSX wB97M-V def2-TZVPD def2/J DEFGRID3
* xyz 1 1
Tl -0.408 0.050 0.533
F -2.667 -0.763 1.793
N 0.873 -1.232 -3.190
O 2.061 -1.544 -3.247
O 0.432 -0.726 -2.147
O 0.139 -1.430 -4.138
O 1.526 1.785 -0.665
C 2.682 1.898 -0.999
O 3.302 3.077 -0.948
C 4.685 2.939 -1.419
C 4.911 1.465 -1.121
C 3.598 0.820 -1.530
H 5.417 3.496 -0.841
H 4.772 3.190 -2.474
H 5.110 1.327 -0.059
H 5.801 1.177 -1.686
H 3.451 -0.187 -1.151
H 3.498 0.739 -2.616
O -2.704 -0.201 -1.206
C -3.866 -0.059 -1.460
O -4.336 0.747 -2.413
C -5.763 0.627 -2.564
C -6.239 0.051 -1.228
C -5.056 -0.766 -0.808
H -5.902 -0.030 -3.429
H -6.188 1.574 -2.888
H -7.215 -0.375 -1.457
H -6.400 0.942 -0.618
H -5.030 -1.820 -1.092
H -4.857 -0.768 0.265
O 1.930 -1.714 0.267
C 2.548 -2.736 0.373
O 3.673 -2.951 -0.335
C 4.106 -4.318 -0.106
C 3.733 -4.516 1.349
C 2.342 -3.893 1.331
H 5.038 -4.499 -0.638
H 3.477 -4.988 -0.714
H 4.420 -4.072 2.066
H 3.686 -5.585 1.563
H 2.096 -3.588 2.345
H 1.594 -4.582 0.939
O -0.002 -1.514 2.980
C -0.313 -1.615 4.142
O 0.598 -1.602 5.111
C 0.030 -1.920 6.393
C -1.488 -2.009 6.194
C -1.707 -1.876 4.655
H 0.243 -1.202 7.180
H 0.491 -2.888 6.589
H -1.993 -1.191 6.697
H -1.838 -2.979 6.538
H -2.345 -1.012 4.488
H -2.165 -2.735 4.175
O -1.178 2.063 -1.454
C -1.288 3.202 -1.844
O -2.364 3.609 -2.523
C -2.200 5.024 -2.908
C -0.679 5.218 -2.934
C -0.271 4.288 -1.807
H -2.783 5.624 -2.212
H -2.715 5.016 -3.866
H -0.455 6.250 -2.668
H -0.260 4.990 -3.909
H -0.334 4.790 -0.835
H 0.748 3.912 -1.822
*
```

## Properties
electronic energy = -2084.78011 hartree
LUMO level = -8.512 eV